[1]
Density functional theory data (ωB97M-V with the def2-TZVPD basis set) for a molecular structure, C25H20Br2IIrN2O4.

Values from the calculation:
Gap between HOMO and LUMO (alpha / beta) = 8.0 / 6.1 eV
Total charge = +1
2S+1 = 2
Energy above the lowest of the compared OMol25 structures with the same formula, charge and spin = 22.6 kJ/mol

Positions of all 55 atoms, in Å:
Ir -0.02 0.25 0.39
C -0.09 4.43 1.17
C -0.30 3.10 0.53
O -0.12 2.09 1.25
C -0.77 3.09 -0.83
C -1.07 2.05 -1.67
C -1.58 2.28 -3.06
N -0.88 0.76 -1.27
N -1.05 -0.21 -2.17
C -0.51 -1.37 -1.76
O 0.08 -1.50 -0.63
C -0.59 -2.53 -2.66
C -1.23 -2.43 -3.89
C -1.30 -3.54 -4.72
C -0.72 -4.74 -4.32
C -0.08 -4.84 -3.09
C -0.01 -3.73 -2.26
H 0.34 4.30 2.16
H -1.04 4.96 1.24
H 0.58 5.03 0.55
H -0.93 4.08 -1.24
H -1.70 3.34 -3.24
H -2.54 1.78 -3.20
H -0.89 1.86 -3.78
H -1.67 -1.49 -4.19
H -1.80 -3.47 -5.68
H -0.78 -5.60 -4.97
H 0.36 -5.77 -2.79
H 0.49 -3.80 -1.30
Br -0.28 0.53 4.03
C -1.48 -0.90 4.28
C -1.55 -1.49 5.53
C -2.41 -2.54 5.76
C -3.21 -3.03 4.74
C -3.15 -2.45 3.48
C -2.29 -1.38 3.26
I -2.39 -0.59 1.32
H -0.91 -1.11 6.33
H -2.46 -2.99 6.75
H -3.89 -3.85 4.91
H -3.76 -2.83 2.68
Br 3.91 -2.67 1.83
C 4.68 -1.20 0.93
C 6.05 -1.22 0.75
C 6.68 -0.19 0.07
C 5.95 0.86 -0.45
C 4.58 0.88 -0.28
C 3.92 -0.14 0.42
C 2.46 -0.02 0.57
O 1.82 0.76 -0.26
O 1.78 -0.58 1.45
H 6.62 -2.05 1.15
H 7.76 -0.22 -0.05
H 6.44 1.66 -0.98
H 3.99 1.69 -0.69

Here are the natural (NBO) charges for atoms 1 to 2, given in e: number 1, Ir, carries 1.179; number 2, C, carries -0.695

=====

[2]
Density functional theory data (ωB97M-V with the def2-TZVPD basis set) for C3H5NO2 in the gas phase.

Values from the calculation:
Structure (SMILES) = C=C(C)[N+](=O)[O-]
Gap between HOMO and LUMO = 10.9 eV
Total charge = 0
Energy above the lowest of the compared OMol25 structures with the same formula, charge and spin = 501.7 kJ/mol

Positions of all 11 atoms, in Å:
C -0.95 -0.53 -1.06
C -0.36 0.48 -0.39
C 0.67 0.32 0.69
N -0.56 2.16 -0.85
O -1.26 2.38 -1.76
O 0.10 2.87 -0.23
H -1.72 -0.49 -1.80
H -0.72 -1.53 -0.66
H 0.30 -0.21 1.55
H 1.03 1.22 0.88
H 1.43 -0.48 0.39

Here are the natural (NBO) charges for atoms 1 to 2, given in e: number 1, C, carries -0.410; number 2, C, carries 0.085

=====

[3]
Density functional theory data (ωB97M-V with the def2-TZVPD basis set) for a molecular structure, C25H42Cl2O2P2Ru.

Values from the calculation:
Gap between HOMO and LUMO (alpha / beta) = 6.6 / 5.8 eV
Total charge = +1
2S+1 = 6
Energy above the lowest of the compared OMol25 structures with the same formula, charge and spin = 82.2 kJ/mol

Positions of all 74 atoms, in Å:
Ru 0.14 0.06 -1.74
C -0.91 -1.73 2.19
C 0.39 -1.98 1.62
C 0.61 -0.48 3.35
C -0.76 -0.79 3.22
C 1.33 -1.16 2.32
C -2.18 -2.46 1.98
H -2.21 -3.05 1.06
H -3.03 -1.75 1.92
H -2.35 -3.15 2.83
C -1.76 -0.43 4.23
H -2.75 -0.77 3.95
H -1.77 0.66 4.39
H -1.51 -0.91 5.19
C 1.19 0.22 4.50
H 0.89 -0.32 5.42
H 0.80 1.26 4.57
H 2.28 0.23 4.47
C 2.80 -1.37 2.41
H 3.01 -1.91 3.33
H 3.36 -0.41 2.42
H 3.18 -1.95 1.57
C 0.79 -3.30 1.09
H 1.22 -3.95 1.89
H 1.58 -3.20 0.33
H -0.06 -3.84 0.66
C -1.05 1.25 -2.74
C -1.93 0.07 -2.98
C -1.52 -0.88 -4.11
C 0.04 -0.97 -4.40
C 1.02 -0.63 -3.32
C 1.55 0.72 -3.10
C 1.09 1.98 -3.81
C -0.42 1.97 -3.91
H -2.05 -0.65 -5.06
H 0.22 -0.37 -5.31
H -1.93 -1.86 -3.84
H -0.76 1.54 -4.86
H -1.38 1.93 -1.95
H -2.97 0.37 -3.03
H -0.81 3.00 -3.94
H 1.42 2.85 -3.22
H 2.59 0.73 -2.79
H 1.57 2.04 -4.80
H 0.20 -2.05 -4.58
H 1.61 -1.47 -2.89
P -1.96 -0.71 -1.26
C -3.18 0.22 -0.38
C -1.88 -2.48 -1.31
P 2.32 0.65 0.48
C 0.83 1.23 -0.25
C 3.30 -0.47 -0.64
C 3.02 2.33 0.39
H -2.75 1.03 0.22
H -3.75 -0.49 0.24
H -3.79 0.63 -1.20
H -1.46 -2.87 -2.25
H -2.92 -2.82 -1.19
H -1.22 -2.82 -0.49
H 3.23 2.51 -0.67
H 3.91 2.40 1.01
H 2.22 2.99 0.72
H -0.03 1.36 0.41
H 0.97 2.04 -0.93
H 4.15 -0.89 -0.09
H 3.72 0.09 -1.47
H 2.69 -1.29 -1.01
Cl -0.09 4.47 0.78
C -1.30 4.04 2.04
Cl -2.97 4.10 1.43
C -0.95 2.61 2.54
O -0.41 2.64 3.68
O -1.26 1.67 1.79
H -1.20 4.73 2.88

Here are the Löwdin charges for atoms 1 to 2, given in e: number 1, Ru, carries 1.193; number 2, C, carries -0.154

=====

[4]
Density functional theory data (ωB97M-V with the def2-TZVPD basis set) for 2 unconnected molecules or ions with the total composition CH6N4O.

Values from the calculation:
Gap between HOMO and LUMO (alpha / beta) = 9.1 / 7.0 eV
Total charge = 0
Energy above the lowest of the compared OMol25 structures with the same formula, charge and spin = 486.6 kJ/mol

Positions of all 12 atoms, in Å:
N -1.28 -0.55 1.06
C -0.23 0.08 0.63
N 1.76 0.05 -0.41
N -0.25 1.47 0.40
O -1.19 -1.39 -1.05
N 0.86 -0.63 0.22
H -1.73 -1.78 -1.75
H -1.12 -1.55 1.01
H 2.53 -0.48 -0.79
H 1.50 0.96 -0.81
H 0.37 1.99 1.02
H -1.19 1.82 0.48

Here are the natural (NBO) charges for atoms 1 to 2, given in e: number 1, N, carries -0.561; number 2, C, carries 0.456

=====

[5]
Density functional theory data (ωB97M-V with the def2-TZVPD basis set) for a molecular structure, C14H39N2NaO9S.

Values from the calculation:
Gap between HOMO and LUMO = 4.4 eV
Total charge = -2

Positions of all 66 atoms, in Å:
Na -7.95 9.26 -1.47
C -4.99 10.16 -1.98
C -5.64 11.43 -2.52
O -7.06 11.40 -2.26
H -5.41 9.87 -1.02
H -3.91 10.22 -1.83
H -5.24 9.34 -2.66
H -5.40 11.47 -3.59
H -5.06 12.26 -2.10
S -10.20 9.34 -3.54
O -10.11 10.09 -4.75
O -10.12 10.34 -2.49
O -11.40 8.56 -3.40
O -8.96 8.59 -3.43
C -9.15 6.49 0.31
C -10.24 7.35 -0.30
C -11.72 7.01 0.21
O -11.84 7.21 1.63
C -13.14 7.30 2.14
N -9.89 8.71 0.02
H -9.41 5.44 0.28
H -9.07 6.52 1.40
H -8.16 6.71 -0.09
H -10.23 7.20 -1.38
H -11.93 5.99 -0.10
H -12.41 7.75 -0.20
H -13.73 8.20 1.95
H -13.04 7.27 3.22
H -13.72 6.41 1.89
H -10.29 8.88 0.93
H -10.44 9.31 -0.58
C -5.64 6.87 1.29
C -5.95 8.27 1.71
C -4.73 9.15 1.90
O -3.98 8.58 3.04
C -3.01 9.42 3.57
N -7.05 8.80 0.91
H -4.98 6.75 0.43
H -6.60 6.37 1.16
H -5.17 6.46 2.19
H -6.23 8.14 2.76
H -4.88 10.22 2.06
H -4.05 9.03 1.06
H -2.67 9.02 4.53
H -3.41 10.42 3.72
H -2.16 9.50 2.90
H -7.99 8.44 1.00
H -7.08 9.79 1.11
C -6.42 12.37 2.69
C -6.46 12.56 1.15
O -7.55 11.82 0.57
H -5.48 12.80 3.03
H -6.70 11.35 2.95
H -7.24 12.96 3.08
H -5.48 12.28 0.79
H -6.50 13.59 0.80
H -7.44 11.76 -0.38
C -4.66 6.39 -2.67
C -5.75 6.92 -3.59
O -6.92 7.16 -2.87
H -3.63 6.47 -3.02
H -4.86 5.33 -2.52
H -4.80 6.86 -1.70
H -5.93 6.16 -4.36
H -5.38 7.77 -4.17
H -7.69 7.50 -3.32

Here are the natural (NBO) charges for atoms 1 to 2, given in e: number 1, Na, carries 0.884; number 2, C, carries -0.631

=====

[6]
Density functional theory data (ωB97M-V with the def2-TZVPD basis set) for a molecular structure, C40H52CrN3O4.

Values from the calculation:
Gap between HOMO and LUMO (alpha / beta) = 6.1 / 5.7 eV
Total charge = +1
2S+1 = 5

Positions of all 100 atoms, in Å:
Cr -0.18 -0.37 -0.19
C 0.32 6.80 -0.70
C -0.94 6.39 0.08
C -2.13 7.19 -0.47
C -0.74 6.76 1.56
C -1.16 4.88 -0.03
C -0.12 4.01 0.15
C -0.35 2.62 0.10
N 0.52 1.61 0.28
C 1.85 1.71 0.52
C 2.52 2.73 1.21
C 3.89 2.70 1.30
C 4.56 1.68 0.61
C 3.95 0.64 -0.09
C 2.54 0.59 -0.04
O 1.75 -0.36 -0.51
C 4.80 -0.35 -0.89
C 6.25 0.15 -1.05
C 4.21 -0.51 -2.30
C 4.86 -1.73 -0.21
C 4.62 3.76 2.12
C 4.16 3.68 3.58
C 6.14 3.60 2.07
C 4.28 5.15 1.56
C -1.61 2.10 -0.32
O -1.59 0.80 -0.56
C -2.70 2.99 -0.46
C -2.44 4.34 -0.26
C -4.14 2.53 -0.73
C -5.07 3.69 -1.09
C -4.67 1.93 0.60
C -4.20 1.55 -1.92
H 0.41 7.88 -0.70
H 0.27 6.46 -1.74
H 1.23 6.40 -0.25
H -1.85 8.24 -0.54
H -2.99 7.13 0.20
H -2.42 6.85 -1.46
H -0.62 7.84 1.65
H 0.15 6.28 1.96
H -1.60 6.46 2.16
H 0.89 4.38 0.31
H 1.94 3.48 1.73
H 5.64 1.69 0.64
H 6.28 1.17 -1.41
H 6.76 -0.48 -1.77
H 6.79 0.09 -0.11
H 4.23 0.44 -2.83
H 3.18 -0.85 -2.24
H 4.78 -1.24 -2.87
H 4.86 -1.64 0.88
H 5.77 -2.26 -0.50
H 4.01 -2.34 -0.52
H 4.39 2.69 4.00
H 3.09 3.84 3.68
H 4.67 4.43 4.18
H 6.45 2.64 2.49
H 6.61 4.39 2.65
H 6.51 3.68 1.05
H 3.22 5.39 1.68
H 4.52 5.21 0.49
H 4.85 5.92 2.08
H -3.27 5.02 -0.32
H -5.25 4.36 -0.25
H -6.03 3.28 -1.40
H -4.68 4.28 -1.92
H -4.90 2.73 1.30
H -3.93 1.29 1.09
H -5.58 1.36 0.42
H -4.25 2.12 -2.85
H -5.11 0.94 -1.86
H -3.34 0.90 -1.98
O -4.85 -5.69 0.30
C -5.29 -4.44 -0.19
C -4.14 -3.48 -0.18
C -4.33 -2.11 -0.08
C -3.23 -1.27 -0.08
N -1.97 -1.70 -0.12
C -1.78 -3.03 -0.16
C -2.83 -3.94 -0.22
C -0.39 -3.44 0.02
C 0.04 -4.75 -0.02
C 1.34 -5.08 0.31
C 1.79 -6.52 0.27
O 1.19 -7.27 1.31
C 2.16 -4.04 0.75
C 1.67 -2.75 0.74
N 0.44 -2.42 0.34
H -5.60 -6.28 0.38
H -6.10 -4.02 0.42
H -5.66 -4.53 -1.22
H -5.32 -1.69 0.01
H -3.36 -0.21 -0.04
H -2.65 -5.00 -0.24
H -0.65 -5.54 -0.31
H 2.88 -6.57 0.30
H 1.45 -6.97 -0.66
H 1.63 -7.09 2.14
H 3.17 -4.23 1.07
H 2.29 -1.93 1.07

Here are the natural (NBO) charges for atoms 1 to 2, given in e: number 1, Cr, carries 1.480; number 2, C, carries -0.598

=====

[7]
Density functional theory data (ωB97M-V with the def2-TZVPD basis set) for C3H3N5 in the gas phase.

Values from the calculation:
Structure (SMILES) = [H]/N=c1\cnncnn1
Gap between HOMO and LUMO = 8.8 eV
Total charge = 0
Energy above the lowest of the compared OMol25 structures with the same formula, charge and spin = 339.3 kJ/mol

Positions of all 11 atoms, in Å:
H 1.87 1.07 -1.82
N 0.90 1.24 -1.59
C 0.29 0.33 -0.91
C 0.85 -0.85 -0.36
N 0.58 -1.12 0.89
N -0.08 -0.27 1.73
C -1.17 0.25 1.41
N -1.77 0.02 0.22
N -1.21 0.13 -0.88
H 1.40 -1.65 -0.82
H -1.65 0.85 2.13

Here are the natural (NBO) charges for atoms 1 to 2, given in e: number 1, H, carries 0.360; number 2, N, carries -0.570

=====

[8]
Density functional theory data (ωB97M-V with the def2-TZVPD basis set) for C5H10O in the gas phase.

Values from the calculation:
Structure (SMILES) = CC/C(C)=C\O
Gap between HOMO and LUMO = 9.3 eV
Total charge = 0
Energy above the lowest of the compared OMol25 structures with the same formula, charge and spin = 102.4 kJ/mol

Positions of all 16 atoms, in Å:
C -1.52 -1.22 0.33
C -0.99 0.18 0.03
C 0.50 0.45 -0.02
C 0.88 1.81 -0.55
C 1.46 -0.37 0.41
O 1.34 -1.73 0.55
H -1.02 -1.67 1.20
H -2.59 -1.17 0.56
H -1.41 -1.90 -0.52
H -1.47 0.56 -0.88
H -1.35 0.84 0.84
H 0.47 2.65 0.03
H 1.97 1.92 -0.64
H 0.47 1.90 -1.57
H 2.46 -0.03 0.69
H 0.75 -2.01 -0.17

Here are the natural (NBO) charges for atoms 1 to 2, given in e: number 1, C, carries -0.617; number 2, C, carries -0.425

=====

[9]
Density functional theory data (ωB97M-V with the def2-TZVPD basis set) for a molecular structure, C5H10O2.

Values from the calculation:
Gap between HOMO and LUMO = 10.7 eV
Total charge = 0
Energy above the lowest of the compared OMol25 structures with the same formula, charge and spin = 292.3 kJ/mol

Positions of all 17 atoms, in Å:
C 0.49 -2.23 0.77
C 0.87 -1.94 -0.66
O 0.13 -2.10 -1.60
C 0.37 0.83 -0.05
C -0.41 1.94 -0.74
C -1.34 1.83 0.47
O -0.54 0.78 1.06
H 0.54 -3.31 0.90
H 1.17 -1.75 1.48
H -0.54 -1.90 0.97
H 1.90 -1.55 -0.82
H 0.31 -0.07 -0.64
H 1.40 1.01 0.27
H 0.12 2.88 -0.87
H -0.84 1.61 -1.69
H -2.36 1.48 0.26
H -1.37 2.71 1.12

Here are the natural (NBO) charges for atoms 1 to 2, given in e: number 1, C, carries -0.735; number 2, C, carries 0.426

=====

[10]
Density functional theory data (ωB97M-V with the def2-TZVPD basis set) for 2 unconnected molecules or ions with the total composition C12H13F4NO3.

Values from the calculation:
Structure (SMILES) = O=C1C(F)=C(F)C(=O)C(F)=C1F.COC[C@@H]1CCCN1
Gap between HOMO and LUMO = 7.0 eV
Total charge = 0

Positions of all 33 atoms, in Å:
O -2.02 4.02 -1.85
C -1.90 3.03 -1.13
C -1.45 3.13 0.26
F -0.96 4.33 0.63
C -1.47 2.07 1.10
F -0.92 2.17 2.33
C -2.02 0.78 0.71
O -2.42 -0.08 1.51
C -2.19 0.63 -0.74
F -2.37 -0.64 -1.19
C -2.21 1.68 -1.58
F -2.47 1.53 -2.89
C 0.19 -1.96 -2.91
O 0.33 -1.17 -1.74
C 1.53 -1.39 -1.03
C 1.46 -0.42 0.14
C 2.45 -0.68 1.27
C 1.63 -0.67 2.57
C 0.16 -0.82 2.13
N 0.13 -0.43 0.74
H -0.78 -1.66 -3.33
H 0.98 -1.78 -3.66
H 0.17 -3.04 -2.69
H 1.62 -2.44 -0.65
H 2.43 -1.17 -1.63
H 1.59 0.59 -0.28
H 2.95 -1.64 1.13
H 3.21 0.10 1.27
H 1.91 -1.46 3.29
H 1.72 0.29 3.08
H -0.21 -1.85 2.25
H -0.49 -0.18 2.73
H -0.58 -0.87 0.16

Here are the natural (NBO) charges for atoms 1 to 2, given in e: number 1, O, carries -0.451; number 2, C, carries 0.397

=====

no.,maximum force (Eh/bohr)
1,0.0211
2,0.1284
3,0.0982
4,0.0150
5,0.0803
6,0.0264
7,0.0766
8,0.0084
9,0.0103
10,0.0540